# 1
{
  "formula": "C3H7O4S2",
  "method": "wB97M-V/def2-TZVPD",
  "homo_lumo_gap_ev": 11.04,
  "de_lowest_ev": 0.0000,
  "mol_weight_da": 171.22,
  "charge": 1,
  "elements": ["O", "S", "S", "H", "H", "H", "C", "C", "O", "C", "O", "O", "H", "H", "H", "H"],
  "coordinates": [[1.06329, 2.09297, 1.43102], [0.30101, 3.17176, 0.61903], [-1.66479, 2.71646, 0.51357], [0.73987, 1.12257, 1.32378], [0.30802, 4.09472, 1.59330], [-1.71604, 2.20015, 1.73543], [-0.01389, -1.25979, -1.67810], [-0.03707, -2.52574, -0.81991], [0.54842, -2.05738, 0.42624], [0.37957, -0.75814, 0.48945], [0.61040, -0.02993, 1.42995], [-0.08201, -0.24810, -0.64458], [-0.85356, -1.17147, -2.35718], [0.91507, -1.13220, -2.22962], [-1.04666, -2.87219, -0.61069], [0.54837, -3.34370, -1.22169]],
  "forces_ev_per_a": [[0.64, 3.86, -0.20], [0.93, 0.20, 0.11], [-0.40, -0.08, -0.43], [-0.17, -0.85, -0.21], [-0.25, 0.35, 0.10], [-0.14, -0.01, 0.59], [0.07, -0.52, 0.32], [-0.09, 0.13, -0.39], [0.01, 0.16, 0.39], [-0.29, -0.27, -1.36], [-0.35, -3.46, 1.07], [-0.05, 0.29, -0.40], [-0.14, 0.13, 0.13], [0.07, 0.03, 0.06], [-0.03, 0.04, 0.08], [0.20, 0.01, 0.15]],
  "nbo_charge": [-0.8576, 0.9368, -0.0461, 0.4753, 0.1209, 0.1638, -0.1037, -0.1027, -0.4290, 1.0344, -0.5962, -0.4805, 0.2293, 0.2096, 0.2112, 0.2349]
}

# 2
{
  "formula": "C29H60ClINO15P3S",
  "method": "wB97M-V/def2-TZVPD",
  "homo_lumo_gap_ev": 7.64,
  "mol_weight_da": 950.14,
  "charge": 0,
  "smiles": "CC(=O)OCCCCCC[C@@H]1[C@H](CC(=O)Cl)C[C@](CCCI)(P(N)O)OS1(=O)=O.CCOP(=O)(OCC)OCC.CCOP(=O)(OCC)OCC",
  "elements": ["C", "C", "O", "O", "C", "C", "C", "C", "C", "C", "C", "C", "C", "C", "O", "Cl", "C", "C", "C", "C", "C", "I", "P", "N", "O", "O", "S", "O", "O", "H", "H", "H", "H", "H", "H", "H", "H", "H", "H", "H", "H", "H", "H", "H", "H", "H", "H", "H", "H", "H", "H", "H", "H", "H", "H", "H", "H", "H", "H", "C", "C", "O", "P", "O", "O", "C", "C", "O", "C", "C", "H", "H", "H", "H", "H", "H", "H", "H", "H", "H", "H", "H", "H", "H", "H", "C", "C", "O", "P", "O", "O", "C", "C", "O", "C", "C", "H", "H", "H", "H", "H", "H", "H", "H", "H", "H", "H", "H", "H", "H", "H"],
  "coordinates": [[2.78475, -1.21051, -0.99424], [3.58597, -1.05920, -2.26560], [4.57595, -0.33412, -2.22183], [3.16352, -1.69521, -3.37757], [4.15466, -2.51255, -4.01022], [3.87557, -3.96717, -3.71978], [2.71593, -4.55025, -4.56864], [1.47601, -4.59525, -3.68677], [0.29679, -5.39621, -4.23852], [-0.73224, -5.65702, -3.13604], [-1.22714, -4.30268, -2.62425], [-0.63270, -3.86372, -1.27851], [-1.01290, -4.80826, -0.13553], [0.08952, -4.95147, 0.85852], [0.85801, -4.06459, 1.15292], [0.22648, -6.53558, 1.67507], [-1.03944, -2.41075, -1.04026], [-2.55136, -2.12273, -1.16378], [-2.87981, -1.29073, -2.42289], [-2.57663, 0.20586, -2.38590], [-3.69683, 1.10122, -1.89818], [-5.57049, 0.79406, -2.87733], [-3.10420, -1.26962, 0.42386], [-1.91265, -0.12256, 0.81806], [-2.97382, -2.43776, 1.58434], [-3.35544, -3.32660, -1.20179], [-3.02092, -4.31872, -2.40357], [-3.33832, -5.62068, -1.92178], [-3.71358, -4.02353, -3.60899], [3.30403, -0.72108, -0.18917], [1.80319, -0.75587, -1.07599], [2.66980, -2.25168, -0.70967], [4.13053, -2.29465, -5.06916], [5.16184, -2.27704, -3.69114], [4.76835, -4.57507, -3.77797], [3.55906, -3.99616, -2.68139], [2.54036, -3.83865, -5.36495], [2.98633, -5.52017, -4.96130], [1.72539, -5.04217, -2.72817], [1.18703, -3.56677, -3.50075], [0.64395, -6.30997, -4.70640], [-0.16361, -4.79771, -5.02015], [-1.56488, -6.18266, -3.57785], [-0.26927, -6.24349, -2.35417], [-0.97777, -3.52592, -3.33346], [0.44609, -3.86191, -1.34198], [-1.84780, -4.36978, 0.40618], [-1.35612, -5.77598, -0.46326], [-0.53639, -1.77910, -1.76788], [-0.62431, -2.11661, -0.08098], [-2.25812, -1.70386, -3.21033], [-3.90129, -1.51505, -2.69556], [-1.68066, 0.39251, -1.80239], [-2.32150, 0.49473, -3.39681], [-3.87897, 1.05647, -0.83759], [-3.41416, 2.11767, -2.11199], [-1.11065, -0.08249, 0.20420], [-2.32496, 0.79082, 0.91176], [-2.51659, -2.00786, 2.31552], [-1.77208, 7.41103, -0.23942], [-1.72741, 6.48710, -1.44402], [-0.49745, 5.75761, -1.52064], [-0.24141, 4.50755, -0.48544], [-1.16011, 3.46858, -1.03756], [1.16208, 3.88436, -1.07431], [1.29962, 2.49484, -1.36699], [1.14792, 2.21536, -2.84393], [0.60634, 5.42503, 0.55775], [1.97390, 5.83999, 0.38412], [2.23106, 6.71041, -0.82243], [-1.78966, 6.84129, 0.69320], [-2.66213, 8.03970, -0.27224], [-0.88841, 8.04731, -0.20917], [-2.57106, 5.79105, -1.43094], [-1.79521, 7.07130, -2.36082], [0.58740, 1.90780, -0.78575], [2.30086, 2.19932, -1.04494], [0.23208, 2.63939, -3.25632], [1.14307, 1.13658, -3.01919], [1.97113, 2.65826, -3.40547], [2.63476, 4.97597, 0.39892], [2.20199, 6.41467, 1.28383], [2.11666, 6.16171, -1.75420], [3.25291, 7.09059, -0.77780], [1.54579, 7.55651, -0.84809], [-0.58257, -1.86936, 6.37076], [-0.87894, -1.17553, 5.05334], [-0.69512, 0.24197, 5.13038], [0.82273, 0.84522, 5.16283], [1.39275, 0.57179, 3.82267], [0.53078, 2.45472, 5.05395], [1.17599, 3.26402, 4.07037], [0.24464, 3.50454, 2.90363], [1.03084, 0.89037, 6.75377], [0.50773, 1.90462, 7.62926], [-0.99928, 1.99597, 7.66451], [0.47718, -1.79538, 6.62362], [-0.84773, -2.92535, 6.31528], [-1.13965, -1.40524, 7.18381], [-0.25830, -1.58554, 4.25035], [-1.92348, -1.33407, 4.78136], [2.11016, 2.81338, 3.74113], [1.42816, 4.21368, 4.54697], [-0.16122, 2.56684, 2.51611], [0.75527, 4.02482, 2.09717], [-0.60824, 4.10887, 3.22081], [0.96057, 2.86748, 7.40471], [0.86394, 1.62385, 8.62138], [-1.40769, 2.36898, 6.72809], [-1.29864, 2.68028, 8.45973], [-1.44608, 1.02151, 7.85790]],
  "forces_ev_per_a": [[-0.30, -0.33, -0.37], [1.68, 2.06, 1.16], [-1.22, -1.45, -0.78], [-0.13, -0.15, 0.66], [0.74, -0.30, -0.55], [-0.72, -0.11, -0.19], [0.33, 0.68, 1.10], [-0.14, -0.79, -0.51], [0.23, 0.74, 0.21], [-0.09, 0.60, -1.17], [0.03, 0.34, 1.14], [-0.19, 0.17, -0.14], [-0.10, -0.07, 0.26], [1.35, 1.59, 0.69], [-1.01, -1.42, -0.43], [-0.16, 0.26, -0.22], [0.15, -0.25, 0.00], [0.90, 0.90, 0.67], [0.54, -0.22, 0.52], [-0.51, -0.58, -0.17], [0.32, 0.42, -0.09], [0.07, 0.05, 0.06], [-2.90, 0.84, -0.06], [0.33, -0.85, -0.53], [0.88, -0.06, -0.53], [0.72, -0.06, -0.29], [-0.66, -2.27, -0.66], [0.08, -0.56, 1.18], [0.14, 1.54, -0.61], [0.27, 0.29, 0.11], [-0.30, -0.04, -0.17], [-0.21, -0.26, -0.15], [-0.18, 0.04, -0.32], [0.07, 0.51, 0.39], [0.35, 0.01, -0.25], [0.16, -0.16, 0.34], [-0.10, -0.18, -0.60], [-0.09, -0.27, -0.21], [0.29, -0.06, 0.26], [-0.10, 0.24, 0.20], [0.04, -0.33, 0.07], [-0.26, -0.06, -0.30], [-0.20, -0.48, 0.13], [-0.16, -0.20, 0.34], [-0.21, 0.21, -0.36], [0.30, -0.08, -0.27], [-0.21, -0.08, 0.33], [-0.04, -0.27, -0.18], [0.20, 0.04, -0.28], [-0.08, -0.02, 0.34], [0.02, -0.20, -0.29], [-0.31, 0.23, -0.08], [0.18, 0.22, 0.20], [-0.01, 0.19, -0.30], [-0.23, -0.32, 0.24], [-0.06, 0.43, -0.12], [0.34, 0.09, 0.29], [0.00, 0.20, 0.03], [0.21, -0.18, 0.31], [0.07, -0.16, 0.10], [-0.15, 0.15, -0.02], [-0.52, -0.27, 0.69], [4.91, 1.30, -6.15], [-1.82, 0.05, 3.46], [-0.12, -0.12, 0.48], [0.05, -0.15, -0.21], [0.00, 0.10, -0.27], [-2.58, -0.66, 1.32], [0.78, 0.17, 0.30], [-0.24, -0.06, -0.28], [-0.05, 0.03, 0.00], [-0.01, -0.02, -0.03], [-0.01, 0.05, -0.05], [0.03, -0.02, -0.04], [0.10, -0.08, -0.06], [-0.07, 0.06, 0.00], [0.01, 0.12, 0.06], [-0.14, -0.07, 0.20], [0.06, 0.01, -0.06], [0.08, -0.09, 0.03], [-0.16, -0.14, -0.13], [-0.29, -0.03, 0.08], [-0.01, -0.05, 0.01], [0.01, -0.03, 0.13], [0.03, 0.04, 0.05], [0.16, 0.11, 0.02], [-0.03, -0.28, -0.04], [0.81, -0.05, 0.26], [-4.35, 4.07, -1.19], [1.94, -1.82, 1.70], [0.17, -0.41, 0.47], [-0.20, 0.02, -0.31], [-0.19, -0.11, -0.01], [1.58, -1.74, -1.02], [0.01, 0.42, 0.71], [-0.16, -0.10, -0.31], [-0.01, -0.06, -0.02], [-0.01, 0.01, -0.04], [-0.09, -0.03, -0.01], [0.00, 0.06, -0.01], [-0.02, 0.15, 0.00], [-0.05, -0.16, -0.01], [-0.09, -0.04, 0.14], [0.19, -0.11, 0.07], [0.02, -0.07, 0.27], [0.03, 0.07, -0.02], [0.00, -0.04, -0.28], [0.11, -0.22, -0.12], [0.04, 0.01, -0.04], [0.10, -0.02, 0.05], [0.01, -0.01, 0.07]],
  "lowdin_charge": [0.0317, -0.5051, 0.0902, -0.0095, -0.1759, -0.1569, -0.1673, -0.2236, -0.1784, -0.1510, -0.2862, -0.2741, -0.1429, -0.7545, 0.0388, 0.6559, -0.1243, -0.5386, -0.2020, -0.2989, -0.6704, 0.8061, 0.9085, -0.1239, -0.2745, -0.2168, 0.6420, -0.2513, -0.2354, 0.0873, 0.0666, 0.0798, 0.1254, 0.1216, 0.1145, 0.1048, 0.1109, 0.1091, 0.1125, 0.1067, 0.1157, 0.1218, 0.1146, 0.1240, 0.1211, 0.1215, 0.1227, 0.1004, 0.1194, 0.1017, 0.1077, 0.0579, 0.0845, 0.1105, -0.0050, 0.0223, 0.0221, 0.0303, 0.0260, -0.0777, -0.2748, -0.2140, 0.6059, -0.2138, -0.2329, -0.2839, -0.0630, -0.2655, -0.2526, -0.0684, 0.0706, 0.0793, 0.0731, 0.1095, 0.1189, 0.0894, 0.1203, 0.0765, 0.0677, 0.0816, 0.1169, 0.1238, 0.0735, 0.0859, 0.0735, -0.0739, -0.2814, -0.2057, 0.5426, -0.2195, -0.2322, -0.2692, -0.0664, -0.2049, -0.2513, -0.0723, 0.0731, 0.0807, 0.0733, 0.1106, 0.1122, 0.1070, 0.1196, 0.0769, 0.0414, 0.0868, 0.1139, 0.1205, 0.0719, 0.0838, 0.0725]
}

# 3
{
  "formula": "C2H12N4",
  "method": "wB97M-V/def2-TZVPD",
  "homo_lumo_gap_ev": 10.14,
  "de_lowest_ev": 0.6049,
  "mol_weight_da": 92.15,
  "charge": 0,
  "smiles": "NCN.NCN",
  "elements": ["N", "C", "N", "H", "H", "H", "H", "H", "H", "N", "C", "N", "H", "H", "H", "H", "H", "H"],
  "coordinates": [[4.03129, 1.90086, -1.86677], [2.95176, 2.38178, -1.05913], [2.27940, 1.27062, -0.32582], [3.93113, 2.08245, -2.84907], [4.93651, 2.16427, -1.53023], [3.22946, 3.07852, -0.32383], [2.21751, 2.84859, -1.72832], [2.41340, 0.47664, -0.95496], [1.26930, 1.37931, -0.35878], [-2.44262, -1.14108, 0.56869], [-3.34011, -1.81755, 1.51505], [-3.26943, -3.27227, 1.45860], [-1.60353, -0.91047, 1.09572], [-2.74056, -0.20023, 0.33088], [-3.05012, -1.60196, 2.55609], [-4.33201, -1.37692, 1.43899], [-4.07090, -3.67345, 0.99460], [-2.41050, -3.58911, 1.03829]],
  "forces_ev_per_a": [[0.18, -0.33, 0.23], [-1.69, -0.88, -0.85], [0.17, -0.57, -0.85], [0.06, 0.14, -0.03], [0.29, 0.03, -0.04], [0.70, 1.11, 0.80], [0.09, 0.22, 0.13], [0.18, -0.11, 0.38], [0.02, 0.38, 0.23], [0.60, 0.38, 0.42], [0.64, 0.31, 1.12], [-0.90, 0.25, -0.05], [0.27, -0.42, -0.25], [-0.64, -0.21, -0.16], [0.11, 0.41, -0.23], [-0.31, -0.65, -0.35], [0.22, -0.11, -0.29], [0.01, 0.04, -0.21]],
  "nbo_charge": [-0.8562, -0.0527, -0.8414, 0.3697, 0.3696, 0.1676, 0.1472, 0.3535, 0.3428, -0.8465, -0.0602, -0.8539, 0.3500, 0.3557, 0.1491, 0.1781, 0.3599, 0.3678]
}

# 4
{
  "formula": "C9H17N4O6S",
  "method": "wB97M-V/def2-TZVPD",
  "homo_lumo_gap_ev": 9.38,
  "de_lowest_ev": 0.0000,
  "mol_weight_da": 309.32,
  "charge": 1,
  "elements": ["C", "C", "C", "O", "O", "C", "C", "N", "C", "N", "C", "N", "N", "H", "H", "H", "H", "H", "H", "H", "H", "H", "H", "H", "H", "H", "C", "C", "O", "S", "O", "O", "O", "H", "H", "H", "H"],
  "coordinates": [[-1.83861, -2.33082, -2.19999], [-0.91229, -1.56371, -1.13858], [-0.62014, -0.09843, -1.73643], [0.03077, 0.09089, -2.79829], [-1.09611, 1.03205, -0.98736], [0.08642, 1.57397, -0.30603], [0.44625, 3.05638, -0.80047], [1.82145, 3.21660, -1.36421], [2.22671, 4.38538, -2.10213], [3.62161, 4.28927, -2.53754], [3.94945, 2.99560, -2.01021], [5.09807, 2.26795, -2.02728], [2.86143, 2.35593, -1.31404], [-1.27836, -2.34640, -3.19530], [-2.04063, -3.37517, -1.77749], [-2.82641, -1.77324, -2.40152], [-1.48942, -1.44477, -0.14944], [0.06611, -2.09939, -0.89557], [0.93980, 0.82630, -0.41999], [-0.18217, 1.64831, 0.81350], [-0.31151, 3.31386, -1.63122], [0.34615, 3.77269, 0.09505], [1.57010, 5.28890, -2.33764], [5.92699, 2.63348, -1.53176], [5.10955, 1.33781, -2.47847], [2.93683, 1.42881, -0.88181], [-3.20917, -2.34868, 3.84863], [-2.15685, -3.23374, 4.49667], [-1.43018, -3.80178, 3.40611], [-1.39314, -2.74040, 2.18141], [-0.14668, -2.03344, 2.23603], [-1.86554, -3.39313, 0.99852], [-2.55808, -1.75183, 2.72492], [-4.05140, -2.94037, 3.47997], [-3.57703, -1.58002, 4.52870], [-2.59517, -4.01567, 5.11621], [-1.45882, -2.64319, 5.09704]],
  "forces_ev_per_a": [[0.45, 0.17, 0.00], [-1.21, 1.39, 0.18], [1.83, -0.57, -2.85], [-2.45, -0.50, 4.21], [2.15, -0.93, -0.10], [-0.31, 0.25, 1.02], [-1.30, -0.49, 0.32], [-0.10, 3.36, -2.20], [2.94, -2.68, 0.52], [-3.80, -4.06, 3.45], [-2.53, 0.77, 0.45], [0.75, 0.11, -0.18], [2.17, 2.98, -2.16], [-0.79, -0.33, 1.38], [0.23, 1.52, -0.87], [1.52, -0.86, 0.61], [1.01, 0.01, -1.80], [-1.29, 0.78, -0.65], [-0.97, 1.16, 0.23], [0.45, -0.23, -1.81], [1.30, -0.29, 1.37], [0.22, -1.03, -1.54], [0.88, -1.72, 0.58], [-0.71, -0.43, -0.94], [0.15, 1.09, 0.62], [-0.54, 0.72, -0.10], [-0.51, -0.49, 0.29], [0.02, 0.52, 0.52], [-0.23, 0.40, -0.99], [-0.32, -0.33, 0.80], [-0.79, -0.34, -0.51], [0.63, 0.33, 0.77], [0.93, -0.30, -0.22], [0.04, 0.03, 0.06], [0.16, 0.08, -0.23], [0.13, -0.10, -0.26], [-0.09, -0.03, 0.02]],
  "nbo_charge": [-0.6161, -0.5108, 0.8068, -0.5728, -0.5471, -0.0895, -0.2685, -0.1405, 0.2358, -0.3831, 0.5604, -0.8702, -0.3472, 0.2278, 0.2435, 0.2213, 0.2324, 0.2512, 0.1877, 0.2289, 0.2763, 0.2455, 0.2754, 0.4407, 0.4363, 0.4664, -0.1019, -0.1044, -0.6681, 2.5171, -0.9016, -0.8864, -0.6822, 0.1990, 0.2187, 0.2247, 0.1947]
}